The molecule C22H30N4O4, computed with ωB97M-V/def2-TZVPD.

```
60
Properties=species:S:1:pos:R:3
C 6.88833 4.76786 -0.96596
C 6.86669 3.42519 -0.32671
C 5.53069 2.85019 -0.62434
C 5.30717 1.38968 0.09951
C 3.94244 0.55950 -0.31032
C 3.76155 -0.67345 0.62439
O 4.57164 -1.08551 1.54343
N 2.73106 -1.33559 0.15264
C 1.60188 -1.01704 -0.70133
H 1.86618 -1.51935 -1.60989
C 0.38181 -1.51289 0.06941
C 0.93422 -2.84457 0.64076
C 2.53748 -2.80368 0.85582
H 2.79602 -2.40419 2.06102
C 3.40724 -3.74540 0.24315
O 2.91919 -4.62374 -0.24015
N 4.72801 -3.79219 0.81997
H 5.33698 -4.31429 0.45855
H 5.10096 -2.68172 1.18637
H 0.94425 -3.76511 0.20408
H 0.46932 -3.15540 1.58306
C -0.86501 -1.89033 -0.72495
C -1.84371 -1.08583 -0.13258
N -1.47614 -0.53589 1.01945
O -0.09297 -0.63905 0.81137
C -3.13548 -1.12209 -0.63325
C -4.14579 -0.65579 0.15470
C -5.45387 -0.25131 -0.25756
C -5.97265 -1.06767 -1.29744
C -4.92579 -1.73596 -2.11158
C -3.62106 -1.65240 -1.85379
H -2.95327 -2.31563 -2.54754
H -5.24744 -2.13420 -3.07687
H -6.94860 -1.11590 -1.73016
N -6.40873 0.20191 0.61613
C -7.67937 0.66305 0.51180
O -8.35679 0.05064 -0.61907
C -8.30802 1.30724 1.87418
C -7.95265 2.80538 1.46176
H -8.50293 3.47919 2.33401
H -8.21589 3.05729 0.65035
H -6.99544 2.97716 1.72227
H -9.48858 1.13596 1.60179
H -7.99773 0.76926 2.59514
H -6.04658 0.72599 1.36281
H -3.66249 -0.06461 1.05552
H -0.90889 -3.15541 -0.89182
H -0.43935 -1.75848 -1.85231
H 1.52910 0.12555 -0.79649
H 3.67550 0.62844 -1.18107
H 3.12196 1.42880 0.12191
H 6.08706 0.80402 -0.23643
H 5.53868 1.63227 1.10309
H 5.32897 2.51883 -1.57502
H 4.68053 3.35340 -0.15989
H 7.56319 2.86740 -0.43099
H 6.79818 3.53381 0.68246
H 5.97208 5.45706 -0.67917
H 7.82811 5.32652 -0.82014
H 6.89876 4.61311 -1.83406
```

Structure (SMILES) = CCCCCC(=O)N1C[C@@]2(CC(c3cccc(NC(=O)CC)c3)=NO2)C[C@H]1C(N)=O
LUMO energy = -0.0239 Eh
Maximum force = 16.13 eV/A
Energy above the lowest of the compared OMol25 structures with the same formula, charge and spin = 21.650 eV